Entry 1:
# CH5N3O2

A 2-piece molecular cluster, CH5N3O2 overall (ωB97M-V/def2-TZVPD, the Open Molecules 2025 dataset).

Its energy above the lowest of the compared OMol25 structures with the same formula, charge and spin is 3.879 eV. Its SMILES is O/N=N\O.C=N. As for the frontier orbital gap: 0.3989 Ha.

Each line ends with the natural charge from an NBO analysis.
Atoms and positions in Å:
1 O -1.327 0.181 0.635  -0.6337
2 N -0.152 0.946 0.544  0.0531
3 N -0.089 1.981 1.100  0.0918
4 O -1.081 2.632 1.761  -0.5317
5 H -0.957 -0.483 -0.009  0.5104
6 H -1.787 1.989 1.947  0.4677
7 C 1.021 -1.512 -1.557  -0.0051
8 N 0.586 -1.192 -0.427  -0.6269
9 H 2.087 -1.700 -1.792  0.1441
10 H 0.487 -1.496 -2.522  0.1665
11 H 1.213 -1.345 0.320  0.3638

Cartesian forces (eV/Å) of the 2 atoms listed first:
0.2 0.7 -0.4
-0.7 -2.2 -0.4



Entry 2:
# C37H45Br2F6N2O5

A 4-piece molecular cluster, C37H45Br2F6N2O5 overall (ωB97M-V/def2-TZVPD, the Open Molecules 2025 dataset).

Its net charge is +1. As for the frontier orbital gap: 0.1898 Ha.

Each line ends with the Löwdin charge.
Atoms and positions in Å:
1 C -5.843 1.522 -2.139  -0.0440
2 C -4.669 2.282 -3.027  -0.2887
3 O -4.363 3.545 -2.682  -0.0501
4 N -3.960 1.625 -4.205  -0.0474
5 C -2.456 1.500 -3.950  -0.2003
6 C -2.183 0.035 -3.219  -0.1776
7 C -2.020 0.203 -1.574  -0.2373
8 C -0.895 -0.788 -0.911  -0.1500
9 C -1.555 -2.011 0.023  -0.5934
10 Br -3.055 -2.742 -1.155  0.8222
11 O -0.460 -2.969 0.224  -0.1233
12 C -0.853 -4.142 1.010  -0.4255
13 C 0.461 -4.491 1.987  -0.0238
14 C -1.127 -5.509 0.145  -0.1868
15 C -0.589 -5.481 -1.400  -0.6525
16 C 1.010 -5.187 -1.587  -0.1520
17 Br -0.890 -7.364 -2.125  0.6053
18 C -2.110 -3.922 2.037  -0.0795
19 N -1.995 -2.523 2.599  0.0765
20 C -2.115 -1.489 1.473  -0.1097
21 C -1.521 -0.050 1.980  -0.0463
22 O -2.148 1.060 1.521  0.0687
23 C -0.284 0.195 3.026  -0.1060
24 F 0.835 -0.725 2.685  0.0352
25 F -0.785 -0.268 4.375  0.0072
26 C 0.155 1.760 3.238  -0.0804
27 F -0.956 2.635 3.762  0.0441
28 F 1.178 1.752 4.350  0.0351
29 C 0.886 2.467 1.957  -0.1001
30 F 0.073 3.587 1.379  0.0073
31 F 1.315 1.547 0.880  0.0395
32 C 2.289 3.181 2.524  -0.1514
33 O 3.406 2.419 2.361  0.0286
34 O 2.293 4.497 3.186  0.0464
35 H -5.537 1.341 -1.013  0.0843
36 H -6.796 2.212 -2.132  0.0957
37 H -6.192 0.498 -2.631  0.0903
38 H -4.109 2.308 -5.008  0.1310
39 H -1.951 1.471 -5.026  0.1376
40 H -2.067 2.417 -3.335  0.1204
41 H -3.172 -0.591 -3.394  0.0988
42 H -1.262 -0.501 -3.702  0.1131
43 H -3.070 0.193 -1.010  0.0984
44 H -1.612 1.314 -1.421  0.1232
45 H -0.016 -0.248 -0.359  0.1195
46 H -0.391 -1.368 -1.825  0.1366
47 H 0.808 -3.559 2.618  0.0920
48 H 0.047 -5.278 2.785  0.1071
49 H 1.322 -5.040 1.417  0.1032
50 H -0.669 -6.405 0.786  0.1408
51 H -2.294 -5.715 0.127  0.1165
52 H -1.179 -4.781 -2.129  0.0678
53 H 1.592 -6.182 -1.897  0.0781
54 H 1.109 -4.479 -2.543  0.0844
55 H 1.523 -4.608 -0.709  0.0724
56 H -2.046 -4.692 2.938  0.1729
57 H -3.127 -4.118 1.447  0.1446
58 H -1.093 -2.473 3.121  0.1629
59 H -2.846 -2.356 3.214  0.2138
60 H -3.291 -1.330 1.333  0.1867
61 H 1.379 4.547 3.636  0.1550
62 C -1.197 7.066 0.362  -0.0971
63 C -1.713 8.121 -0.389  -0.0950
64 C -2.812 7.914 -1.222  -0.0902
65 C -3.401 6.651 -1.297  -0.0881
66 C -2.887 5.597 -0.544  -0.0963
67 C -1.783 5.802 0.283  -0.1005
68 H -0.339 7.227 1.009  0.0970
69 H -1.258 9.107 -0.325  0.1017
70 H -3.209 8.735 -1.812  0.1020
71 H -4.260 6.491 -1.943  0.1002
72 H -3.347 4.613 -0.601  0.0808
73 H -1.379 4.979 0.866  0.0671
74 C 2.019 -4.635 -5.396  -0.1110
75 C 2.969 -4.010 -6.204  -0.0959
76 C 4.064 -4.731 -6.680  -0.0905
77 C 4.203 -6.081 -6.357  -0.0886
78 C 3.250 -6.707 -5.553  -0.0890
79 C 2.161 -5.984 -5.069  -0.1063
80 H 1.168 -4.072 -5.023  0.0887
81 H 2.857 -2.960 -6.461  0.1002
82 H 4.807 -4.242 -7.303  0.1033
83 H 5.053 -6.645 -6.732  0.1039
84 H 3.358 -7.760 -5.303  0.1032
85 H 1.422 -6.470 -4.438  0.0738
86 C 6.279 4.326 7.040  -0.0955
87 C 5.224 4.886 6.321  -0.0919
88 C 4.625 4.169 5.286  -0.0893
89 C 5.075 2.885 4.976  -0.0899
90 C 6.128 2.323 5.697  -0.0925
91 C 6.733 3.045 6.726  -0.0960
92 H 6.748 4.887 7.844  0.1012
93 H 4.868 5.884 6.568  0.1004
94 H 3.807 4.609 4.722  0.0723
95 H 4.605 2.324 4.173  0.0703
96 H 6.478 1.322 5.457  0.0995
97 H 7.558 2.608 7.284  0.1005

Cartesian forces (eV/Å) of the 2 atoms listed first:
-0.4 -0.3 -0.8
1.1 5.4 2.0



Entry 3:
# C33H57CoFN2O2Si

C33H57CoFN2O2Si as an isolated structure (ωB97M-V/def2-TZVPD, the Open Molecules 2025 dataset).

The multiplicity is 5. Its net charge is +1. As for the frontier orbital gap (alpha / beta): 0.3169 / 0.2720 Ha. As for the expectation value of S²: 6.024.

Each line ends with the Mulliken spin population.
Atoms and positions in Å:
1 O 0.636 -2.478 -2.401  -0.0059
2 O -1.180 -1.767 -4.627  -0.0120
3 C 1.930 -2.605 -3.150  0.0054
4 C 2.918 -3.326 -2.246  0.0013
5 H 2.198 -1.574 -3.397  -0.0034
6 H 1.680 -3.160 -4.069  -0.0002
7 H 2.942 -2.852 -1.245  0.0000
8 H 3.919 -3.298 -2.701  0.0000
9 H 2.634 -4.388 -2.137  0.0001
10 C -0.265 -3.651 -2.274  -0.0011
11 C -0.145 -4.549 -3.467  0.0003
12 H -1.264 -3.223 -2.135  -0.0006
13 H 0.027 -4.147 -1.345  0.0018
14 H -0.628 -4.027 -4.319  0.0002
15 H -0.664 -5.500 -3.267  0.0000
16 H 0.900 -4.806 -3.728  0.0000
17 C -2.589 -1.674 -4.339  0.0024
18 C -0.696 -1.190 -5.843  0.0054
19 C -3.268 -2.985 -4.673  -0.0004
20 H -3.057 -0.829 -4.875  0.0003
21 H -2.635 -1.484 -3.253  -0.0018
22 H -3.197 -3.176 -5.750  0.0000
23 H -4.323 -2.936 -4.392  0.0000
24 H -2.811 -3.818 -4.135  0.0001
25 C -1.037 -2.023 -7.071  0.0001
26 H 0.390 -1.150 -5.690  -0.0005
27 H -1.076 -0.160 -5.951  0.0000
28 H -0.699 -3.063 -6.959  0.0000
29 H -0.524 -1.593 -7.939  0.0000
30 H -2.118 -2.017 -7.276  0.0000
31 H 0.370 -1.565 -2.027  -0.0241
32 N 1.461 1.114 0.872  0.1810
33 C 1.421 2.379 1.316  0.0305
34 C 0.295 3.193 1.173  0.0826
35 C -0.987 2.740 0.889  -0.0234
36 C 2.633 2.958 1.975  0.0105
37 H 3.502 2.998 1.306  -0.0018
38 H 2.929 2.390 2.867  -0.0014
39 H 2.402 3.981 2.288  0.0003
40 C -2.134 3.713 0.931  0.0269
41 H -2.875 3.469 1.712  -0.0019
42 H -2.677 3.776 -0.027  -0.0019
43 H -1.738 4.715 1.140  -0.0009
44 N -1.240 1.436 0.677  0.2121
45 C 2.600 0.279 1.118  0.0175
46 C 3.653 0.205 0.181  -0.0254
47 C 3.591 0.935 -1.123  0.0237
48 C 4.793 -0.543 0.479  -0.0188
49 H 5.596 -0.573 -0.261  0.0008
50 C 4.917 -1.214 1.694  0.0187
51 H 5.814 -1.788 1.928  0.0003
52 C 3.889 -1.113 2.630  -0.0137
53 H 3.970 -1.589 3.611  0.0003
54 C 2.733 -0.386 2.355  0.0047
55 C 1.653 -0.301 3.395  0.0039
56 C -2.495 0.872 1.038  -0.0297
57 C -3.475 0.647 0.051  -0.0238
58 C -3.170 0.920 -1.384  -0.0160
59 C -4.752 0.244 0.445  -0.0116
60 H -5.509 0.107 -0.320  -0.0003
61 C -5.049 0.039 1.793  0.0211
62 H -6.050 -0.272 2.100  0.0007
63 C -4.070 0.262 2.763  -0.0093
64 H -4.283 0.119 3.819  -0.0002
65 C -2.799 0.702 2.405  0.0079
66 C -1.786 0.981 3.476  -0.0001
67 Co 0.070 0.395 -0.101  3.1522
68 H 3.327 0.274 -1.962  -0.0010
69 H 4.578 1.360 -1.356  0.0012
70 H 2.870 1.756 -1.098  0.0022
71 H 1.383 0.743 3.610  0.0007
72 H 2.021 -0.742 4.330  0.0010
73 H 0.743 -0.843 3.090  0.0000
74 H -3.759 0.277 -2.053  0.0020
75 H -2.111 0.745 -1.609  0.0009
76 H -3.369 1.967 -1.661  0.0015
77 H -0.868 0.383 3.355  0.0012
78 H -2.212 0.738 4.457  0.0002
79 H -1.480 2.040 3.496  0.0020
80 H 0.402 4.251 1.406  -0.0086
81 C 0.235 0.390 -2.135  0.4153
82 Si 0.400 1.978 -3.103  -0.0133
83 H 1.163 -0.186 -2.248  -0.0916
84 H -0.639 -0.127 -2.554  -0.0659
85 C 1.635 1.801 -4.506  0.0204
86 C 0.984 3.454 -2.128  0.0213
87 C -1.222 2.556 -3.845  0.0067
88 H -1.840 1.763 -4.270  -0.0012
89 H -0.957 3.259 -4.642  0.0004
90 H -1.815 3.103 -3.107  -0.0002
91 H 2.603 1.405 -4.173  -0.0010
92 H 1.805 2.816 -4.886  0.0017
93 H 1.262 1.169 -5.318  -0.0031
94 H 1.845 3.278 -1.484  -0.0027
95 H 0.180 3.870 -1.521  -0.0042
96 H 1.268 4.196 -2.882  -0.0019
97 F 0.082 -1.410 0.339  0.1328

Cartesian forces (eV/Å) of the 2 atoms listed first:
0.2 0.3 -0.4
-0.2 0.4 0.1



Entry 4:
# C14H25N7PdS

C14H25N7PdS as an isolated structure (ωB97M-V/def2-TZVPD, the Open Molecules 2025 dataset).

Its energy above the lowest of the compared OMol25 structures with the same formula, charge and spin is 0.089 eV. Its net charge is +2. As for the frontier orbital gap: 0.2852 Ha.

Each line ends with the natural charge from an NBO analysis.
Atoms and positions in Å:
1 Pd 0.532 0.340 -0.722  0.7437
2 C -0.290 4.420 -1.628  -0.6891
3 C -0.299 2.952 -1.375  0.2842
4 N 0.751 2.259 -1.080  -0.2089
5 N 1.950 2.931 -1.011  -0.4007
6 C 2.957 2.127 -0.866  0.3271
7 N 4.199 2.617 -0.838  -0.7533
8 S 2.803 0.380 -0.707  -0.2566
9 C -1.548 2.184 -1.489  0.1542
10 C -2.738 2.768 -1.892  -0.1954
11 C -3.868 1.980 -2.037  -0.1107
12 C -3.776 0.626 -1.770  -0.2105
13 C -2.560 0.115 -1.357  0.0455
14 N -1.462 0.863 -1.211  -0.4778
15 H 0.697 4.836 -1.472  0.2800
16 H -0.999 4.911 -0.959  0.2509
17 H -0.604 4.621 -2.654  0.2560
18 H 4.342 3.604 -0.979  0.4297
19 H 4.998 2.017 -0.738  0.4196
20 H -2.774 3.827 -2.098  0.2540
21 H -4.802 2.419 -2.360  0.2559
22 H -4.626 -0.033 -1.878  0.2548
23 H -2.481 -0.940 -1.137  0.1921
24 N 2.370 -1.943 1.137  -0.7401
25 C 1.482 -2.907 1.878  -0.0457
26 C 0.659 -2.165 2.916  -0.4408
27 C -0.477 -1.300 2.371  -0.0573
28 N 0.015 -0.009 1.841  -0.8878
29 C -1.281 -2.010 1.279  -0.4265
30 C -0.468 -2.749 0.212  -0.0542
31 N 0.091 -1.829 -0.859  -0.8376
32 C 0.613 -3.623 0.852  -0.4459
33 H 2.942 -1.356 1.748  0.4514
34 H 1.781 -1.307 0.571  0.4743
35 H 3.006 -2.427 0.501  0.4417
36 H 2.154 -3.607 2.371  0.2455
37 H 1.308 -1.579 3.574  0.2316
38 H 0.215 -2.933 3.554  0.2616
39 H -1.150 -1.136 3.216  0.2149
40 H 0.684 0.409 2.483  0.3813
41 H -0.765 0.641 1.825  0.3877
42 H -1.931 -1.273 0.809  0.2199
43 H -1.949 -2.738 1.745  0.2490
44 H -1.139 -3.440 -0.301  0.2268
45 H -0.659 -1.643 -1.519  0.4059
46 H 0.764 -2.355 -1.414  0.4017
47 H 1.226 -4.111 0.086  0.2297
48 H 0.104 -4.431 1.379  0.2682

Cartesian forces (eV/Å) of the 2 atoms listed first:
-0.5 -0.1 -0.9
0.0 0.0 0.0



Maximum force
In order: 0.086, 0.194, 0.041, 0.019
Unit: Eh/bohr
E
In order: -9678.5914, -208686.2524, -90436.6896, -39657.0923
Unit: eV